No. 1
{
  "formula": "C14H42O11",
  "method": "the ωB97M-V functional and the def2-TZVPD basis",
  "homo_energy_ev": [-11.859, -11.859],
  "charge": 1,
  "homo_lumo_gap_ev": [8.98, 2.38],
  "multiplicity": 2,
  "total_energy_ev": -37707.139,
  "symbols": ["C", "C", "H", "H", "O", "H", "C", "H", "C", "C", "H", "H", "H", "O", "H", "H", "H", "H", "H", "C", "H", "O", "O", "H", "H", "O", "H", "C", "H", "H", "H", "C", "H", "O", "H", "O", "H", "O", "H", "C", "H", "C", "H", "H", "H", "H", "H", "H", "H", "H", "H", "H", "H", "C", "O", "H", "C", "H", "O", "H", "C", "H", "H", "O", "H", "H", "C"],
  "positions_angstrom": [[10.00710, -25.69931, 17.29439], [5.76485, -19.16219, 20.95314], [14.38971, -23.66636, 20.06311], [15.08552, -19.17419, 23.89397], [14.01075, -26.26399, 19.05880], [12.64108, -20.49256, 20.86380], [5.86968, -23.80865, 23.20253], [9.45234, -23.58746, 21.44851], [9.59897, -22.51808, 21.60027], [13.96612, -19.88792, 22.15274], [6.98846, -21.96734, 23.82671], [9.17883, -26.38913, 17.45633], [10.27307, -20.87019, 20.29385], [10.83237, -26.15340, 16.24447], [5.29588, -22.04256, 24.12876], [11.14121, -26.50714, 18.94581], [13.58394, -24.78827, 21.11730], [14.73883, -19.91785, 21.38454], [9.96065, -22.37282, 19.32547], [14.53248, -24.59453, 20.61648], [13.40515, -19.20395, 24.19291], [8.78498, -20.38119, 24.25049], [9.45570, -17.63012, 23.76509], [10.19386, -25.08271, 19.42644], [4.56513, -20.41131, 21.61357], [12.67679, -19.85838, 21.58361], [8.63636, -18.10321, 23.92781], [15.14011, -25.60678, 19.58555], [10.77277, -20.64017, 24.24053], [10.36361, -19.05995, 22.49755], [7.44581, -20.38273, 20.08518], [10.78543, -25.52762, 18.62632], [11.30607, -25.36106, 15.98103], [11.95096, -24.77645, 18.50838], [12.63381, -25.33869, 18.88148], [8.19490, -18.93193, 21.22120], [7.17860, -18.74857, 19.50017], [11.61340, -22.28417, 20.55377], [11.83164, -23.15302, 20.20871], [10.39804, -18.67843, 23.51802], [13.94336, -20.92866, 22.47591], [10.28672, -21.96001, 20.28013], [14.33530, -27.15254, 18.89523], [15.23887, -24.32597, 21.40197], [5.64902, -18.13352, 21.29449], [8.29022, -19.34952, 22.08035], [9.61755, -24.72325, 17.00517], [8.85090, -21.31857, 24.44685], [10.18801, -19.42653, 25.47658], [8.67374, -21.97348, 21.78858], [10.27791, -22.28162, 22.41956], [13.12515, -17.64885, 22.59701], [11.42983, -18.44029, 23.77647], [10.10233, -19.80912, 24.45954], [6.39959, -23.18996, 25.47477], [5.09034, -19.35787, 20.11957], [7.22530, -19.36261, 20.39955], [6.25453, -22.43848, 26.05429], [14.00136, -17.70997, 22.98447], [6.75590, -24.43804, 23.12140], [14.12686, -19.04368, 23.39194], [5.01077, -24.38585, 23.54487], [5.79659, -23.37297, 22.20607], [5.30576, -19.96466, 22.03019], [15.65088, -26.32102, 20.23137], [15.87466, -25.23372, 18.87185], [6.20404, -22.64422, 24.16526]],
  "mulliken_charge": [-0.675, -0.633, 0.245, 0.382, -0.549, 0.200, -1.182, 0.365, -0.208, -0.238, -0.198, 0.357, 0.176, -0.522, 0.214, 0.404, 0.301, 0.376, 0.324, -1.112, 0.180, -0.478, -0.473, 0.121, 0.362, -0.403, 0.445, -0.284, 0.420, 0.185, 0.275, -0.112, 0.310, -0.535, 0.435, -0.227, 0.385, -0.364, 0.095, -0.234, 0.262, -0.310, 0.302, 0.450, 0.315, 0.242, 0.301, 0.284, 0.331, -0.095, 0.028, 0.352, 0.194, -0.549, -0.539, 0.525, -0.190, 0.308, -0.538, 0.302, -0.514, 0.334, 0.303, -0.334, 0.334, 0.265, 0.511]
}

=====

No. 2
{
  "formula": "C3H5O3",
  "method": "the ωB97M-V functional and the def2-TZVPD basis",
  "homo_energy_ev": -4.000,
  "charge": -1,
  "homo_lumo_gap_ev": 7.68,
  "multiplicity": 1,
  "total_energy_ev": -9334.814,
  "symbols": ["C", "C", "C", "O", "H", "H", "H", "O", "H", "H", "O"],
  "positions_angstrom": [[-0.21659, -1.13152, 0.91144], [0.58812, 1.36198, -1.64377], [-1.28112, -0.32190, 0.89179], [0.28639, 1.93584, -0.56276], [0.57761, -1.15841, 0.17374], [1.03425, 1.96806, -2.46995], [-1.44674, 0.34775, 0.04242], [0.00906, -1.82078, 2.08781], [0.91108, -2.15366, 2.13120], [-1.93555, -0.29472, 1.76725], [0.49416, 0.11490, -1.85023]],
  "mulliken_charge": [0.182, -0.041, -0.706, -0.668, 0.258, 0.393, 0.240, -0.525, 0.318, 0.222, -0.673]
}

=====

No. 3
{
  "formula": "C40H42Cl2N8O7SSeTl",
  "method": "the ωB97M-V functional and the def2-TZVPD basis",
  "homo_energy_ev": -4.869,
  "charge": -1,
  "homo_lumo_gap_ev": 6.20,
  "multiplicity": 1,
  "total_energy_ev": -174332.835,
  "symbols": ["C", "H", "N", "H", "H", "H", "H", "C", "N", "C", "C", "H", "H", "C", "N", "H", "C", "C", "H", "H", "C", "H", "C", "N", "H", "O", "H", "C", "C", "C", "C", "C", "Tl", "C", "H", "N", "O", "C", "C", "N", "S", "C", "C", "H", "O", "C", "Cl", "C", "H", "H", "C", "C", "C", "H", "C", "H", "O", "H", "C", "C", "Cl", "H", "H", "H", "H", "O", "Se", "C", "H", "H", "H", "H", "C", "C", "H", "C", "H", "C", "C", "H", "H", "H", "H", "C", "C", "O", "N", "C", "H", "C", "H", "C", "N", "C", "H", "O", "H", "C", "H", "H", "H", "H"],
  "positions_angstrom": [[5.48843, 1.48632, 0.56474], [4.19132, 2.99577, 2.22237], [2.17149, 0.49432, 0.00233], [3.98303, 1.34627, -1.55299], [1.07038, 2.94302, 1.71278], [6.15438, 1.75700, 1.38976], [-2.63571, 2.81056, 3.57370], [-1.15240, 0.88973, -3.18970], [4.13690, 1.29700, 1.05219], [-1.62156, -4.18854, 5.61801], [0.72683, 3.37136, -1.92924], [1.74276, 4.38916, -3.53003], [4.96636, -0.50198, 2.33803], [-1.88859, 0.41051, 4.11961], [0.78371, -1.86413, 1.80788], [5.80254, -1.60948, 1.22398], [-1.73945, -4.11335, -3.04375], [3.07127, 1.92669, -1.63431], [4.41413, -2.17884, 2.17447], [4.28773, -2.55086, -0.66302], [-1.65315, 3.27028, 3.64192], [-0.42782, 1.80641, -4.98958], [-3.11748, 0.22567, 2.01180], [-1.90191, 0.64428, 2.69157], [-2.40266, 4.58742, -1.42988], [-2.20452, 0.13675, -1.17410], [2.60296, 2.25376, 2.04754], [-2.40334, 2.44559, -4.54877], [-2.23347, 0.80430, -2.23210], [-2.00797, -5.10687, -3.99718], [-1.88487, -3.50316, 2.91965], [-0.39334, 2.17675, -0.10243], [-0.50751, -1.25770, 0.01320], [3.35114, 0.28078, 0.51341], [5.51965, 2.29633, -0.17559], [-0.72975, 2.64847, 2.71763], [-0.10753, -3.28084, -1.41090], [-0.69748, -4.05285, 3.39777], [0.24195, -5.89448, -3.87687], [3.91373, -0.94110, 0.58695], [1.10237, -1.38183, 3.16510], [-2.81327, -3.16811, -2.83796], [-1.03940, 1.49207, 2.05419], [-2.77637, 0.82667, 4.61297], [-3.53569, 3.87943, -5.91599], [-3.49964, 2.35526, -3.65775], [2.13823, -4.88347, -2.32334], [-0.43129, 4.15989, -2.09977], [-3.88018, -2.92174, 3.43428], [2.77695, -1.67092, -1.00214], [0.06394, 0.13970, -3.05132], [-3.41194, 1.57947, -2.55050], [-1.48319, 3.00897, -0.29620], [-2.99986, -5.15376, -4.43113], [-1.51342, 3.98432, -1.29374], [-1.29873, 3.20639, 4.67559], [-2.87743, -2.24605, -2.05772], [0.35916, -4.82253, 5.09532], [3.43061, -2.04173, -0.21812], [2.99231, 2.92839, -2.60201], [-1.42043, -7.25329, -5.54183], [-3.66099, -3.32785, -3.54087], [-1.88182, -0.66894, 4.29937], [-4.23548, 1.51350, -1.85103], [-0.43046, 4.91235, -2.87891], [0.35726, -0.71569, -2.22228], [-2.19816, -3.12709, 1.04822], [0.51639, -4.94752, -2.93003], [2.86593, -2.75632, 0.38104], [1.03027, -6.54510, -4.22864], [0.11757, -4.21534, 2.70867], [-3.65010, -3.51180, 5.82082], [0.40681, 3.47425, 2.38067], [-2.81454, -3.66091, 5.14728], [-3.96735, 0.81365, 2.39186], [-1.05227, -5.99976, -4.38582], [-4.39001, 2.92434, -3.88403], [-2.94466, -3.32051, 3.80865], [4.83122, -1.32231, 1.63884], [-1.75218, 4.32717, 3.37766], [-1.51477, -4.44790, 6.66416], [-2.35849, 2.85232, 0.32274], [0.81608, 0.36855, -3.83181], [-1.25657, 1.72255, -4.29710], [1.83752, 3.63200, -2.76180], [-1.51115, 3.36902, -6.44187], [-0.56476, 1.18561, 0.87484], [2.00376, 1.59218, -0.80779], [5.85638, 0.57376, 0.10057], [-0.56674, -4.38795, 4.73717], [-0.98934, 0.83168, 4.55701], [3.51051, 2.51459, 1.51585], [-2.48672, 3.27761, -5.70225], [0.77497, 2.34044, -0.93206], [3.85372, 3.12947, -3.22774], [1.11513, 0.05752, 3.49454], [0.09347, 4.39881, 1.88404], [-0.45343, -4.02332, -2.37787], [-3.02587, 0.37490, 0.93746], [3.29127, 3.22097, 0.70323], [-3.31881, -0.82654, 2.19515], [0.95352, 3.73015, 3.29324]],
  "mulliken_charge": [-1.217, 0.454, 1.379, 0.656, -0.232, 0.268, 0.381, 1.065, 0.378, -0.479, 1.292, 0.415, 0.373, -1.022, -0.407, 0.327, 1.180, -0.161, 0.366, 0.426, -1.268, 0.523, -0.497, 1.417, 0.287, 0.127, 0.163, -0.857, 0.009, -1.026, 0.233, -1.088, 1.528, -0.564, 0.396, 0.788, 0.039, -0.489, -0.673, 0.442, 0.090, -0.470, -1.710, 0.410, -0.687, -0.449, -0.252, -0.809, 0.369, 0.193, -0.890, -0.780, 0.298, 0.362, -1.404, 0.328, -0.410, 0.407, -1.083, -1.415, -0.278, 0.143, -0.080, 0.515, 0.374, -0.240, -0.156, 0.432, 0.316, 0.446, 0.548, 0.380, -1.095, -0.518, 0.270, 0.202, 0.524, -0.604, -1.207, 0.380, 0.362, 0.524, 0.216, 0.014, -1.044, -0.670, 1.386, -0.426, 0.425, -0.392, 0.389, -0.687, 1.020, 0.268, 0.339, -0.480, 0.435, -0.496, 0.171, 0.168, -0.345, 0.436]
}

=====

No. 4
{
  "formula": "C4H12OS2",
  "method": "the ωB97M-V functional and the def2-TZVPD basis",
  "homo_energy_ev": -8.220,
  "smiles": "CCSSCC.O",
  "homo_lumo_gap_ev": 8.83,
  "multiplicity": 1,
  "total_energy_ev": -28059.381,
  "symbols": ["H", "H", "H", "O", "H", "C", "C", "H", "C", "H", "H", "H", "H", "S", "H", "H", "C", "H", "S"],
  "positions_angstrom": [[0.14510, -2.12315, -0.75620], [1.43140, -0.96844, -0.46618], [-2.23321, 2.33635, 1.37343], [1.65923, -1.37748, 1.56608], [-1.15260, 1.88686, 2.61273], [0.75640, -1.39752, -1.30249], [-0.53930, 1.25044, 0.63470], [-1.17578, -0.71528, -1.75147], [-0.15003, -0.52758, -2.18705], [-0.63860, 0.25536, 0.20540], [2.52379, -1.78245, 1.45354], [1.27964, -2.15393, -1.85070], [-2.32611, 0.67386, 1.91120], [-0.67405, 2.29266, -0.92854], [1.77284, -0.54491, 2.03113], [-0.01112, -0.88450, -3.22299], [-1.60178, 1.44124, 1.70708], [0.44373, 1.17390, 1.17249], [0.49046, 1.16458, -2.20215]],
  "mulliken_charge": [0.319, 0.274, 0.273, -0.648, 0.303, -0.940, -0.017, 0.342, -0.566, -0.003, 0.313, 0.418, 0.290, -0.103, 0.318, 0.328, -1.005, 0.215, -0.109]
}